(w)
The following is a DFT calculation (the ωB97M-V functional and the def2-TZVPD basis) of the molecule C19H22N2O5S.

E_HOMO   -0.33265 hartree
Molar mass   390.5 g mol⁻¹
Orbital gap   8.9 eV

Each line ends with the Mulliken charge.
Cartesian coordinates (Å):
C -3.90253 1.09732 2.02702  -0.876
N -3.06139 0.04328 1.51593  -0.166
S -3.43657 -0.53786 0.00336  1.114
O -2.49339 -1.57969 -0.27719  -0.623
O -4.83697 -0.81866 -0.01935  -0.684
C -3.08290 0.83888 -1.09373  0.207
C -4.04782 1.77187 -1.42144  -0.456
C -3.69697 2.85419 -2.21673  -0.652
C -2.39724 2.98813 -2.67642  -0.629
C -1.43877 2.02929 -2.35797  0.358
C -0.03573 2.17053 -2.83720  0.220
O 0.49632 3.20836 -3.12837  -0.599
O 0.55516 0.96951 -2.87557  -0.233
C 1.96323 0.89327 -3.06985  -0.659
C 2.53260 -0.14561 -2.08799  0.624
O 3.62413 -0.01623 -1.58057  -0.655
N 1.70060 -1.17778 -1.88420  -0.064
C 1.91954 -2.22550 -0.91152  -0.935
C 0.81054 -2.24243 0.14028  -0.503
C 0.84035 -1.00112 1.04379  0.099
C 1.97006 -1.06880 2.03351  0.116
C 1.80340 -1.76536 3.22477  -0.346
C 2.84138 -1.87135 4.13226  -0.646
C 4.06436 -1.28236 3.85795  -0.415
C 4.24000 -0.58787 2.67402  -0.821
C 3.19943 -0.47975 1.76696  -0.059
C -1.78850 0.95265 -1.54939  -0.292
H -4.92675 0.81357 1.79466  0.344
H -3.78587 1.16420 3.10773  0.341
H -3.68491 2.07390 1.57867  0.303
H -2.07098 0.19427 1.62866  0.240
H -5.05535 1.63316 -1.06220  0.524
H -4.43887 3.59319 -2.47744  0.422
H -2.10836 3.82706 -3.29117  0.479
H 2.42663 1.86868 -2.89567  0.412
H 2.17304 0.57971 -4.09821  0.279
H 0.80038 -1.16802 -2.34073  0.296
H 2.89089 -2.03938 -0.44864  0.440
H 1.95228 -3.18989 -1.42933  0.326
H 0.92895 -3.13424 0.75712  0.426
H -0.16526 -2.30160 -0.34883  0.214
H 0.93871 -0.10451 0.42656  0.267
H -0.11200 -0.95271 1.57796  -0.014
H 0.84942 -2.22653 3.44077  0.414
H 2.69641 -2.41416 5.05520  0.379
H 4.87633 -1.36485 4.56551  0.382
H 5.19126 -0.12760 2.45161  0.412
H 3.35345 0.06072 0.84454  0.301
H -1.07171 0.19813 -1.26914  0.390


(x)
The following is a DFT calculation (the ωB97M-V functional and the def2-TZVPD basis) of the molecule C19H22N2O5S.

E_HOMO   -0.31010 hartree
Molar mass   390.5 g mol⁻¹
Orbital gap   8.7 eV

Each line ends with the Mulliken charge.
Cartesian coordinates (Å):
C -4.29583 1.98787 -3.00092  -1.294
C -3.06830 1.14004 -2.90168  -0.410
S -1.62860 2.25069 -2.86335  1.442
O -1.76721 3.12575 -1.71261  -0.651
O -1.62625 3.07917 -4.09476  -0.713
C -0.15645 1.12957 -2.87530  -0.295
C 0.15323 0.53766 -4.11683  -0.806
C 1.24748 -0.27832 -4.28568  -0.614
C 2.15188 -0.50581 -3.23265  -0.785
C 1.83017 0.03732 -1.98140  -0.184
C 0.72134 0.84308 -1.76403  1.011
C 0.67790 1.52348 -0.39160  -1.595
C 0.54471 0.58650 0.81423  0.550
C 1.68193 0.01221 1.54131  1.066
C 1.19135 -0.74207 2.55048  -0.231
N -0.18733 -0.69601 2.50996  0.073
C -1.05040 -1.41295 3.46520  -0.729
C -1.14876 -2.91152 3.13575  0.604
O -0.65757 -3.73283 3.90084  -0.561
O -1.64475 -3.29773 1.90564  -0.428
C -0.58056 0.21695 1.51329  0.027
C -2.03267 0.67736 1.19710  -1.709
C 2.09519 -1.45748 3.52921  -0.539
C 3.50732 -1.68892 2.98600  -0.801
N 3.95790 -0.42985 2.37392  -0.273
C 3.14965 0.23566 1.50808  -0.008
O 3.70281 1.02614 0.76747  -0.670
H -4.22061 2.81116 -2.26903  0.335
H -4.34851 2.44172 -3.98555  0.328
H -5.21547 1.46971 -2.77675  0.404
H -3.03996 0.51914 -3.77784  0.396
H -3.02389 0.51288 -2.01983  0.375
H -0.48817 0.71330 -4.99540  0.426
H 1.49716 -0.66215 -5.24512  0.384
H 3.07701 -1.08011 -3.37982  0.396
H 2.50108 -0.12386 -1.16348  0.338
H -0.12446 2.23443 -0.33784  0.681
H 1.57848 2.13228 -0.27330  0.465
H -2.08698 -0.99231 3.54131  0.494
H -0.65460 -1.28392 4.45386  0.344
H -1.51301 -4.24227 1.85689  0.349
H -2.64062 -0.16193 0.83711  0.282
H -2.40435 1.08498 2.13010  0.422
H -2.09706 1.47769 0.46266  0.433
H 1.70311 -2.43060 3.84044  0.374
H 2.12335 -0.82002 4.41368  0.264
H 4.14270 -1.93150 3.82682  0.419
H 3.53000 -2.54250 2.28626  0.307
H 4.93664 -0.38210 2.09714  0.304


It is (w) that is most stable; the runner-up trails by 0.0351 hartree.


(w)
The following is a DFT calculation (the ωB97M-V functional and the def2-TZVPD basis) of a structure of composition H12MgO6.

E_HOMO   -0.74882 hartree
Charge   +2
Molar mass   132.4 g mol⁻¹
Orbital gap   13.3 eV

Each line ends with the Mulliken charge.
Cartesian coordinates (Å):
Mg -0.01188 -0.04297 -0.07695  1.008
O -1.44765 1.19596 0.91483  -0.445
H -1.87186 1.93486 0.45228  0.305
H -1.67188 1.32478 1.84745  0.289
O 0.90091 -0.18127 1.77978  -0.398
H 0.70624 0.53477 2.40291  0.294
H 1.69233 -0.61001 2.14059  0.301
O -0.96835 0.10130 -1.85143  -0.428
H -1.86993 -0.12722 -2.12310  0.302
H -0.53383 0.40455 -2.66272  0.299
O 1.02673 1.71421 -0.49120  -0.458
H 1.31265 2.18183 -1.28966  0.277
H 1.34803 2.25965 0.24170  0.297
O -1.15647 -1.65984 0.47687  -0.415
H -1.91358 -2.13294 0.10115  0.282
H -0.69777 -2.32215 1.01586  0.329
O 1.47255 -1.23726 -0.84204  -0.424
H 1.50233 -2.15622 -0.53594  0.286
H 2.18144 -1.18204 -1.50037  0.298


(x)
The following is a DFT calculation (the ωB97M-V functional and the def2-TZVPD basis) of a structure of composition H12MgO6.

E_HOMO   -0.74386 hartree
Charge   +2
Molar mass   132.4 g mol⁻¹
Orbital gap   13.1 eV

Each line ends with the Mulliken charge.
Cartesian coordinates (Å):
Mg 0.03369 -0.00547 0.02057  1.089
O -0.32845 1.76783 -0.92332  -0.455
H -1.07604 2.37647 -1.02919  0.296
H 0.43497 2.24714 -1.28778  0.305
O 1.55598 0.73340 1.10352  -0.450
H 2.25676 0.19282 1.50337  0.293
H 1.64267 1.60469 1.52524  0.310
O -1.22231 0.62549 1.47739  -0.406
H -1.94839 1.26516 1.51304  0.278
H -1.14179 0.28881 2.38547  0.306
O -1.74190 -0.60399 -0.86257  -0.470
H -2.25629 -1.41885 -0.75030  0.285
H -1.99287 -0.26873 -1.73989  0.313
O 0.31366 -1.79694 0.84367  -0.449
H 1.24592 -2.07231 0.82692  0.353
H -0.19287 -2.62068 0.75034  0.295
O 1.21719 -0.60342 -1.53868  -0.493
H 2.11515 -0.30023 -1.75607  0.300
H 1.08495 -1.41121 -2.06171  0.302


It is (w) that is most stable; the runner-up trails by 0.0030 hartree.


(w)
The following is a DFT calculation (the ωB97M-V functional and the def2-TZVPD basis) of a structure of composition C40H23CaF15GeN3O6PS2.

E_HOMO   -0.07474 hartree
Charge   -2
Molar mass   1134.4 g mol⁻¹
Orbital gap   5.9 eV

Each line ends with the Mulliken charge.
Cartesian coordinates (Å):
Ca 0.91816 0.55165 -0.68006  1.337
O 4.35555 -1.78972 0.50446  -0.850
C 3.40505 -1.00833 0.33136  -0.402
N 2.72291 -0.76939 -0.77752  0.346
C 3.05114 -1.55740 -1.93407  -1.308
C 2.11250 -1.25397 -3.09555  0.246
C 2.43983 -1.65114 -4.39216  -0.774
C 1.53076 -1.46277 -5.41196  -0.471
C 0.30174 -0.88293 -5.12621  -0.629
C 0.06536 -0.48071 -3.83117  -0.858
N 0.94509 -0.64972 -2.83526  0.505
C 2.93446 -0.17729 1.54966  0.547
C 3.83617 0.07968 2.56714  -0.523
C 3.42065 0.82641 3.65365  -0.589
C 2.10563 1.25753 3.72054  -1.035
C 1.25581 0.93869 2.67759  -0.684
N 1.66010 0.25099 1.60264  0.722
H 2.95261 -2.63109 -1.71483  0.509
H 4.09771 -1.42651 -2.24030  0.387
H 3.40262 -2.11282 -4.57630  0.480
H 1.77156 -1.76845 -6.42357  0.373
H -0.44948 -0.73580 -5.89095  0.509
H -0.86477 0.00333 -3.55509  0.501
H 4.83896 -0.31106 2.46994  0.531
H 4.11895 1.07950 4.44334  0.437
H 1.74022 1.84794 4.55063  0.516
H 0.22263 1.26194 2.67574  0.507
O -1.54884 2.44453 1.00354  -0.730
C -0.60641 2.76061 0.26634  -0.480
O -0.34481 2.21726 -0.86109  -0.521
C 0.31889 3.87127 0.74316  0.573
C -0.30816 4.86899 1.49419  -0.573
C 0.39178 5.93121 2.03698  -0.597
C 1.77183 5.97493 1.84785  -0.527
C 2.40976 4.98969 1.11720  -0.865
C 1.71877 3.91185 0.52229  0.865
S 2.66582 2.75078 -0.42589  0.025
H -1.37693 4.77651 1.64281  0.431
H -0.12214 6.70364 2.59781  0.359
H 2.35528 6.78195 2.27941  0.344
H 3.48519 5.02220 0.98256  0.352
C -0.07639 2.86139 -5.55163  -0.727
O 1.25191 2.59366 -5.13896  -0.367
P 1.58042 2.70898 -3.50809  0.914
O 0.97106 4.18235 -3.22631  -0.395
C 1.72973 5.30377 -2.78053  -0.665
O 3.16519 3.05304 -3.74565  -0.433
C 4.13207 2.11154 -3.28752  -0.492
H -0.09296 3.71978 -6.22742  0.256
H -0.74514 3.08956 -4.71725  0.286
H -0.47610 1.99368 -6.08459  0.217
H 1.09386 5.87589 -2.10671  0.216
H 2.02353 5.92456 -3.63098  0.273
H 2.61447 4.97646 -2.23677  0.294
H 4.58603 2.46478 -2.36358  0.285
H 4.88586 2.00445 -4.06834  0.271
H 3.68493 1.13161 -3.09253  0.081
F -3.54562 -3.34223 3.66179  -0.395
C -2.22152 -3.20857 3.87704  0.725
C -1.35833 -2.96581 2.82685  -0.471
C -0.00938 -2.90155 3.14769  -0.081
F 0.92255 -2.68569 2.22555  -0.392
C 0.45087 -3.06548 4.44566  0.204
F 1.75665 -3.01657 4.72491  -0.340
C -0.45146 -3.28847 5.46323  0.716
F -0.01938 -3.44795 6.72214  -0.339
C -1.79988 -3.36124 5.18305  0.227
F -2.67411 -3.58803 6.17714  -0.339
Ge -2.05694 -2.63273 1.00156  1.483
S -0.75984 -2.12228 -0.56779  -0.702
C -2.97321 -4.34963 0.51895  -0.428
C -2.73152 -5.57331 1.11103  0.660
F -2.03973 -5.68154 2.26088  -0.270
C -3.18224 -6.77541 0.58725  -0.068
F -2.94496 -7.93589 1.21851  -0.315
C -3.88513 -6.77440 -0.59482  0.685
F -4.33009 -7.92689 -1.11770  -0.331
C -4.12493 -5.58041 -1.24127  -0.068
F -4.79415 -5.58358 -2.40322  -0.318
C -3.66613 -4.40137 -0.68225  0.094
F -3.90495 -3.29567 -1.39216  -0.334
C -3.47047 -1.32387 1.47682  -0.756
C -3.01975 -0.15418 2.07462  0.440
F -1.72641 -0.03251 2.39427  -0.081
C -3.85567 0.89015 2.43176  -0.265
F -3.41167 1.96269 3.07379  -0.325
C -5.20221 0.77414 2.15742  0.733
F -6.04331 1.76407 2.48738  -0.337
C -5.69576 -0.37654 1.58019  0.019
F -7.01762 -0.49533 1.36578  -0.336
C -4.83224 -1.40569 1.26513  0.617
F -5.41189 -2.52770 0.79682  -0.313


(x)
The following is a DFT calculation (the ωB97M-V functional and the def2-TZVPD basis) of a structure of composition C40H23CaF15GeN3O6PS2.

E_HOMO   -0.07156 hartree
Charge   -2
Molar mass   1134.4 g mol⁻¹
Orbital gap   6.0 eV

Each line ends with the Mulliken charge.
Cartesian coordinates (Å):
Ca -0.99145 -0.72278 1.52803  1.294
O 1.56116 -3.58170 3.33374  -0.817
C 1.14132 -2.71077 2.55447  0.064
N 0.70851 -1.48146 2.82435  -0.425
C 0.64712 -1.08390 4.21724  -1.446
C -0.76913 -0.73524 4.66312  1.070
C -0.98969 0.08884 5.76595  -0.912
C -2.28101 0.41182 6.12195  -0.335
C -3.33668 -0.10968 5.38315  -0.767
C -3.03413 -0.93470 4.31957  -0.171
N -1.78424 -1.24532 3.96156  -0.091
C 1.19244 -2.98629 1.04376  0.294
C 2.28756 -3.64973 0.51438  -0.768
C 2.35591 -3.83558 -0.85658  -0.333
C 1.31776 -3.38084 -1.65220  -0.402
C 0.25067 -2.74803 -1.03916  -0.524
N 0.17843 -2.55116 0.27774  0.692
H 1.27870 -0.20447 4.37739  0.349
H 1.03587 -1.89176 4.84942  0.477
H -0.14118 0.48295 6.31149  0.404
H -2.46986 1.07013 6.96204  0.372
H -4.36617 0.13071 5.61277  0.423
H -3.81527 -1.36117 3.70138  0.290
H 3.06314 -3.98779 1.18667  0.514
H 3.22120 -4.31212 -1.30288  0.418
H 1.34061 -3.47346 -2.72979  0.316
H -0.57715 -2.35826 -1.62224  0.131
O -1.27380 1.34645 2.38082  -0.720
C -2.37264 1.40431 1.75920  0.650
O -3.08109 0.39226 1.49591  -0.160
C -2.82735 2.76469 1.32385  -0.338
C -3.26125 3.65199 2.30217  -0.216
C -3.68567 4.93039 1.97696  -0.676
C -3.64953 5.33154 0.64703  -0.598
C -3.19530 4.46182 -0.32892  -0.740
C -2.79069 3.15771 -0.01769  0.781
S -2.34127 2.17136 -1.41961  -0.272
H -3.26451 3.31891 3.33428  0.439
H -4.02736 5.60874 2.74949  0.354
H -3.95253 6.33498 0.37006  0.344
H -3.13196 4.79049 -1.36031  0.414
C -2.61881 -4.80215 0.98758  -0.609
O -3.31973 -3.99226 0.03566  -0.519
P -3.46677 -2.41898 0.43838  1.047
O -4.69288 -2.51075 1.50870  -0.431
C -5.65064 -1.45173 1.61246  -0.641
O -4.33339 -1.91974 -0.82663  -0.484
C -3.66068 -1.51635 -2.02981  -0.147
H -3.01295 -5.81396 0.91237  0.285
H -2.76420 -4.45003 2.01139  0.286
H -1.54968 -4.80801 0.76832  0.139
H -6.07095 -1.50321 2.61733  0.260
H -6.44422 -1.60106 0.87989  0.287
H -5.18354 -0.47901 1.46024  0.165
H -4.40277 -1.02403 -2.65332  0.244
H -3.27799 -2.39788 -2.55014  0.264
H -2.84622 -0.82291 -1.80912  -0.206
F 1.90845 3.53544 -2.27291  -0.329
C 1.26667 2.74067 -3.15417  0.512
C 1.43139 1.37292 -3.14771  -0.962
C 0.68883 0.70003 -4.09854  0.675
F 0.74810 -0.65250 -4.16401  -0.437
C -0.14392 1.30978 -5.01240  0.039
F -0.83007 0.59872 -5.92523  -0.382
C -0.26839 2.68681 -4.98586  0.792
F -1.06457 3.31191 -5.86888  -0.370
C 0.43711 3.40588 -4.04626  -0.011
F 0.31520 4.74404 -4.01272  -0.369
Ge 2.29475 0.15382 -1.70798  1.458
S -0.92966 0.72051 -0.95533  -0.052
C 3.89871 -0.52081 -2.93263  -1.305
C 4.07209 -0.52065 -4.30361  0.826
F 3.34106 0.27389 -5.11220  -0.302
C 5.01841 -1.28997 -4.96451  -0.077
F 5.14611 -1.23753 -6.30272  -0.335
C 5.85478 -2.11578 -4.24240  0.870
F 6.77286 -2.87304 -4.86640  -0.346
C 5.73449 -2.14840 -2.86738  -0.048
F 6.54509 -2.94719 -2.15016  -0.348
C 4.77553 -1.35604 -2.26106  0.511
F 4.73252 -1.43989 -0.91154  -0.430
C 3.44981 1.62479 -0.78202  -1.173
C 3.06020 2.01627 0.48776  0.214
F 1.98157 1.47648 1.07368  0.234
C 3.73681 2.95939 1.24584  -0.518
F 3.31419 3.30644 2.47057  -0.315
C 4.87531 3.54539 0.73125  0.813
F 5.55598 4.45581 1.44587  -0.350
C 5.31083 3.18142 -0.52658  -0.001
F 6.42111 3.75266 -1.03037  -0.343
C 4.59369 2.24298 -1.24918  0.909
F 5.08086 1.99397 -2.48407  -0.372


It is (w) that is most stable; the runner-up trails by 0.0290 hartree.


(w)
The following is a DFT calculation (the ωB97M-V functional and the def2-TZVPD basis) of a structure of composition C3H4ClIN2S.

E_HOMO   -0.31203 hartree
Molar mass   262.5 g mol⁻¹
Orbital gap   8.3 eV

Each line ends with the Mulliken charge.
Cartesian coordinates (Å):
C 1.47245 0.13165 -0.58158  0.476
C 0.03064 -3.22640 -1.88710  0.441
C 0.55586 1.02448 0.16461  -0.986
N -0.73404 -2.55869 -1.18748  -0.390
N 1.26632 -0.99377 -1.09840  -0.289
S 1.98449 -1.99660 -2.02455  -0.189
Cl 0.08641 -4.56207 -2.84530  -0.108
I 3.38580 1.12304 -1.08584  -0.097
H 0.98611 1.49789 1.07311  0.319
H -0.39782 0.50314 0.49199  0.255
H 0.35005 1.71493 -0.55651  0.363
H -1.64283 -2.59409 -0.92584  0.204


(x)
The following is a DFT calculation (the ωB97M-V functional and the def2-TZVPD basis) of a cluster of 2 separate species, C3H4ClIN2S in total.

E_HOMO   -0.32687 hartree
Molar mass   262.5 g mol⁻¹
Orbital gap   9.2 eV

Each line ends with the Mulliken charge.
Cartesian coordinates (Å):
C -0.61130 -1.60032 0.73187  -1.105
C -1.07901 -0.51168 -0.15125  0.388
I -2.89850 0.45969 0.53360  -0.009
N -0.48431 -0.19137 -1.19493  -0.327
S -0.88366 0.98759 -2.27553  -0.130
H -0.41095 -1.20835 1.72808  0.339
H 0.30606 -2.02189 0.32303  0.283
H -1.37150 -2.37843 0.81428  0.419
H 0.22945 0.80073 -2.99684  0.149
N 1.75228 0.78596 1.06131  -0.324
C 2.32719 1.75555 0.85332  0.409
Cl 3.12425 3.12251 0.57306  -0.093


It is (x) that is most stable; the runner-up trails by 0.0546 hartree.